Entry 1:
This record from the OMol25 dataset describes 8 unconnected molecules or ions with the total composition C7H28F6N2O8P. The level of theory is ωB97M-V/def2-TZVPD.

Geometry as ORCA input:
```
! RIJCOSX wB97M-V def2-TZVPD def2/J DEFGRID3
* xyz -1 1
O 1.9383 -0.5006 -4.2566
P -3.0263 2.8514 2.2956
H -3.3593 -1.9440 0.2998
N 1.1104 -0.3310 -3.3568
C 2.9240 -3.3274 1.6342
H 4.0636 -2.5723 -0.0036
H 2.6185 -0.9353 -0.5492
H -2.6366 -0.2879 -2.1746
H -4.0531 0.1265 -1.1378
C 2.3869 -3.3718 -0.9124
H -0.9742 -1.7561 -1.4862
C -3.3937 -0.6668 -1.4855
O 1.5065 -0.1180 -2.1667
H 3.1209 1.4636 1.0114
H 3.5653 -2.7397 2.2941
H 2.7670 -2.8997 -1.8229
O 2.6040 -1.2900 0.3488
F -2.2110 3.0170 0.8616
H -1.9302 -3.1647 -1.1696
H -0.8493 -2.4599 0.1318
H 1.3022 -3.2979 -1.0144
H 2.9164 2.8014 -0.1379
H 1.3700 3.6622 1.2624
O -0.1126 -0.2916 -3.5959
H 0.6994 1.7168 0.2529
H 3.6621 3.1235 1.4462
F -3.9179 1.6365 1.6234
H 1.9341 -3.5196 2.0474
H -0.1006 -0.6034 2.2761
O -2.1397 -0.2808 0.5095
H -3.9371 -1.4469 -2.0244
C -1.5304 -2.2695 -0.6945
H 1.3446 -1.0645 2.0207
C -2.6648 -1.3260 -0.2850
H -2.8488 0.3765 0.5892
H -0.5111 3.5502 -2.8552
F -4.1161 3.9179 1.7601
H 3.3919 -4.3158 1.6354
H -1.8919 3.8285 -2.2574
O -1.0671 3.3603 -2.0903
H -0.4204 2.2424 -0.9437
H 0.3884 0.8436 -1.1540
N -0.0412 1.4390 -0.4153
O 0.7739 -0.6564 2.6841
F -1.9715 1.7221 2.7473
F -3.8801 2.6874 3.6586
H -0.8030 0.8749 -0.0243
C 3.0066 -2.6574 0.2843
C 2.9133 2.5279 0.9226
O 1.5844 2.7366 1.4231
F -2.1539 4.0176 2.9766
H 2.6489 -4.4290 -0.9830
*
```

Calculated values
LUMO energy ... 2.300 eV
HOMO level ... -6.47 eV

natural (NBO) population analysis, charges in e, atoms 1 to 8: -0.491, 2.600, 0.147, 0.717, -0.637, 0.145, 0.506, 0.227

---

Entry 2:
This record from the OMol25 dataset describes a molecular structure, C7H28MnN14O7. The level of theory is ωB97M-V/def2-TZVPD.

Geometry as ORCA input:
```
! RIJCOSX wB97M-V def2-TZVPD def2/J DEFGRID3
* xyz 2 6
H -34.5270 -1.0214 5.6807
H -39.4976 2.4728 6.9163
H -37.6443 3.9105 8.6669
O -37.5613 0.7781 8.5681
C -37.1895 1.9322 8.3442
H -37.0775 -4.7675 12.0182
H -43.1265 -3.2587 10.8660
O -37.6487 -2.1542 10.3407
H -34.3828 -1.0710 9.1909
N -40.6961 -3.9048 10.9550
H -37.7218 -4.5846 10.3913
H -42.7179 1.4459 6.4815
N -36.0891 2.3698 7.6885
N -36.6307 -2.3767 12.3719
N -38.5304 -3.1953 5.1800
H -38.9251 -3.3399 4.2658
H -41.2906 1.7379 11.6276
C -41.1778 -2.8647 10.2628
H -36.3134 -0.9826 5.7138
H -39.6926 -3.8995 11.0403
O -40.1590 0.2770 7.8611
H -41.0819 -1.6513 6.1836
H -42.9371 -2.1515 9.5599
H -41.2124 -4.3734 11.6807
H -37.3118 0.8102 11.7473
C -37.1595 -2.8582 11.2466
H -35.5018 1.6898 7.2348
H -41.0974 2.8081 6.1989
H -35.9030 3.3506 7.7213
H -36.1675 -2.9742 13.0300
N -40.4732 2.2731 6.7720
H -40.9033 -2.6828 4.7959
H -38.8057 2.7615 9.2546
N -37.2811 -4.2049 11.2128
C -39.4288 0.8945 11.5222
H -37.6620 -3.5784 5.5087
N -40.4903 -2.0563 5.4749
C -35.5204 -1.2495 7.4889
N -34.3828 -1.0437 8.1890
N -40.4164 1.6225 12.1094
H -33.5709 -0.8210 7.6418
O -40.4474 -2.2837 9.4433
N -42.5228 -2.7832 10.2203
H -36.7412 -1.3769 12.4131
H -40.2697 2.0818 12.9879
O -39.0839 -2.2743 7.1887
N -37.9965 2.9720 8.6921
H -38.3261 1.7489 12.8415
C -39.3603 -2.5765 6.0058
N -42.1958 0.8197 7.0685
C -40.8815 1.1060 7.3077
N -35.4110 -1.0599 6.1529
H -42.6503 0.0075 7.4384
N -38.2046 1.1488 12.0451
O -36.5753 -1.6261 8.0044
Mn -38.7139 -1.0643 8.8625
O -39.5551 0.0876 10.5958
*
```

Calculated values
<S²> ... 8.752
LUMO energy (alpha / beta) ... -4.180 / -4.180 eV
Relative energy (zero: lowest compared OMol25 entry of this formula, charge and spin) ... 115.6 kJ/mol
HOMO level (alpha / beta) ... -14.06 / -14.53 eV

natural (NBO) population analysis, charges in e, atoms 1 to 8: 0.409, 0.421, 0.398, -0.725, 0.805, 0.409, 0.406, -0.746

---

Entry 3:
This record from the OMol25 dataset describes 7 unconnected molecules or ions with the total composition C7H28N14O7. The level of theory is ωB97M-V/def2-TZVPD.

Geometry as ORCA input:
```
! RIJCOSX wB97M-V def2-TZVPD def2/J DEFGRID3
* xyz -1 2
H -0.8452 -4.7689 6.4929
H -2.9098 -0.6045 0.5006
H 0.4930 2.4392 -5.1218
N -3.3539 -1.1671 1.2121
H 1.3073 1.2273 -0.3912
H -0.7881 -0.9407 0.9847
O 2.2936 -1.5044 0.6199
H 3.8771 0.7030 -0.8729
N 4.3314 -0.7191 0.7571
O 2.0343 0.2784 -3.6224
H 1.6697 3.4524 -3.9559
N -1.9548 0.7005 -3.9966
C -0.5684 -3.7777 4.8323
H -1.4635 0.8192 -3.1222
N 2.8184 2.3713 1.8178
H 2.8344 2.6084 -3.0262
C -3.1915 1.0240 -3.9304
H -2.2406 -3.8263 6.0424
O -1.6045 0.2119 -0.9244
H 0.6798 0.1487 1.0587
H 2.4952 0.1272 -1.6233
H 4.9365 0.0059 0.3989
N -2.4172 -2.4004 -0.0748
H -2.1128 -1.5090 -0.4391
H -3.8349 -0.9681 2.0776
C 1.8022 3.1712 1.8500
N 0.3990 1.1738 -0.8297
N -3.4735 1.1176 -2.6752
O -3.3569 -3.2361 1.7924
H -2.7485 0.9028 -2.0056
N -1.3376 -4.2134 5.8079
H -2.1970 -2.8053 4.2378
N 3.0863 0.0784 -0.8057
C 1.5507 1.3889 -3.9408
H 4.6113 -1.3301 1.5110
H 0.2576 0.7188 -5.3691
N 0.6581 1.4825 -4.8432
O 1.6160 4.1136 1.0434
H -1.5170 0.3850 -4.8503
N 1.9586 2.5839 -3.5287
H 1.0816 1.9516 3.2799
N -1.2814 -3.0957 3.9254
H 3.4880 2.4838 1.0701
N 0.9708 2.8356 2.8041
H -0.7460 -2.5763 3.2445
H 0.1560 3.4082 2.9725
O 0.5985 -4.0527 4.8438
H -1.8950 -3.2197 -0.3509
H -4.4474 1.2165 -2.4267
C 3.1694 -0.7881 0.2001
C -3.0380 -2.3847 1.0192
H 0.0937 1.8647 -1.5002
H 2.8508 1.5451 2.3977
O -3.9770 1.0259 -4.9480
C -0.5732 0.4427 -0.3762
N -0.2458 -0.1196 0.7565
*
```

Calculated values
<S²> ... 0.750
LUMO energy (alpha / beta) ... 2.447 / 2.364 eV
Relative energy (zero: lowest compared OMol25 entry of this formula, charge and spin) ... 107.6 kJ/mol
HOMO level (alpha / beta) ... -0.11 / -7.15 eV

natural (NBO) population analysis, charges in e, atoms 1 to 8: 0.398, 0.397, 0.376, -0.843, 0.422, 0.399, -0.713, 0.243

---

Entry 4:
This record from the OMol25 dataset describes a molecular structure, C7H28N2NiO13. The level of theory is ωB97M-V/def2-TZVPD.

Geometry as ORCA input:
```
! RIJCOSX wB97M-V def2-TZVPD def2/J DEFGRID3
* xyz 0 3
H -2.2490 -5.7744 0.4259
O 3.4238 1.8554 0.9040
O -1.4632 2.7686 0.0667
H -3.9094 -3.2876 0.7754
H 2.1855 0.7317 -3.2581
H -1.5366 1.9989 -4.4646
C -0.4603 0.3636 3.1887
C -3.4059 -2.6952 1.5394
H 2.0326 2.3869 -2.7038
H -3.2613 -3.3018 2.4333
H 3.2734 1.9981 -3.8987
H -0.2688 0.9333 2.2793
H 3.7000 1.9317 1.8202
H -3.4506 2.4652 0.0031
C 2.7528 1.6300 -3.0146
H 2.9450 3.6554 0.0997
H -0.6939 -0.6345 2.8182
H -2.7372 2.5057 -1.5983
C 2.4889 2.8718 0.7047
O -1.6598 0.8783 3.7705
H 0.3176 0.2779 3.9474
O -1.0135 0.0422 -0.3213
O 3.1978 -2.0937 2.9069
O -0.6538 -4.4734 0.3211
C -2.6862 2.9500 -0.6042
C -0.8234 1.2680 -4.0835
O 2.0456 -2.8846 1.3154
H -2.9689 3.9986 -0.6973
O 0.3252 -1.6858 -0.8522
H 4.4192 2.0754 -2.1667
H -0.9876 -3.5929 0.5079
O 3.6987 1.4702 -1.9761
N 0.1251 -0.4553 -0.6501
H -2.1199 -4.9015 1.9266
Ni 3.3078 0.1273 -0.5096
H -2.0179 -1.3218 1.3253
H 2.2956 3.4383 1.6156
H -1.4314 1.4039 4.5406
H 0.6591 2.1812 -4.8142
H -1.0023 -6.1479 1.6255
H -1.2834 1.8256 0.0724
H 1.6182 2.3533 0.3033
O 2.7062 -0.8686 1.2780
N 2.6007 -1.9694 1.9026
H -1.1280 0.2265 -3.9801
C -1.5307 -5.3391 1.1207
O -2.0982 -2.2621 1.1492
H -0.5671 1.3737 -3.0293
O 0.3013 1.2956 -4.9111
O 1.0436 0.2624 -0.9405
H -4.0546 -1.8549 1.7868
*
```

Calculated values
<S²> ... 2.005
LUMO energy (alpha / beta) ... -1.756 / -3.270 eV
Relative energy (zero: lowest compared OMol25 entry of this formula, charge and spin) ... 403.2 kJ/mol
HOMO level (alpha / beta) ... -8.60 / -8.60 eV

natural (NBO) population analysis, charges in e, atoms 1 to 8: 0.156, -0.783, -0.761, 0.177, 0.243, 0.173, -0.260, -0.250

---

Entry 5:
This record from the OMol25 dataset describes 7 unconnected molecules or ions with the total composition C7H28O7. The level of theory is ωB97M-V/def2-TZVPD.

Geometry as ORCA input:
```
! RIJCOSX wB97M-V def2-TZVPD def2/J DEFGRID3
* xyz 0 1
H -0.2058 0.4540 2.5220
H -2.0546 2.6263 5.2463
O 2.0236 0.6361 -3.7817
H 2.1061 -4.5026 -1.4044
H 0.5594 -0.5021 0.7948
H -0.6488 -1.2616 -1.0849
C 1.2927 0.0175 1.3638
H 0.3204 3.0342 -2.5785
H -0.5422 -0.2596 -2.5359
H 1.9866 0.5070 0.7449
H 2.0305 -0.2409 -1.8102
H -1.7682 0.2754 0.4404
C 2.6029 -3.8891 -0.6724
H 3.6530 -3.8171 -0.8964
O 0.3805 2.1135 -2.3396
H 1.7144 -0.8542 1.9058
H -3.1886 -0.6065 0.8691
O -2.1598 0.1241 2.4777
H 1.3721 1.2490 -3.3818
H -1.9921 -1.5437 -3.5594
H -3.3767 4.1099 3.2108
H 2.5701 -4.4768 0.2578
H 0.0246 1.1602 -0.5095
H -1.4746 2.8136 3.5398
H -1.5987 -1.3830 1.2121
H 1.2453 -2.8022 0.1664
C 2.4377 -0.3142 -2.8038
O -1.8125 -1.8212 -2.6684
H -3.0688 0.1495 2.7969
H 3.4953 -0.3553 -2.6846
H 2.2502 -1.3097 -3.2360
C -2.3615 2.8287 4.2082
O 0.6398 0.8685 2.1975
C -0.6406 -1.2838 -2.1921
H 0.1654 -1.8469 -2.5917
O 1.9713 -2.6323 -0.4311
C 0.1622 2.0819 -0.9533
H 0.9346 2.6050 -0.4317
C -2.1660 -0.4352 1.1860
H -0.7928 2.5988 -0.6745
O -3.1204 3.9938 4.1483
H -2.9660 1.8909 3.9332
*
```

Calculated values
SMILES ... CO.CO.CO.CO.CO.CO.CO
LUMO energy ... 0.296 eV
Relative energy (zero: lowest compared OMol25 entry of this formula, charge and spin) ... 444.4 kJ/mol
HOMO level ... -9.36 eV

natural (NBO) population analysis, charges in e, atoms 1 to 8: 0.492, 0.183, -0.762, 0.167, 0.138, 0.154, -0.229, 0.483

---

Entry 6:
This record from the OMol25 dataset describes 8 unconnected molecules or ions with the total composition C7H29NO7. The level of theory is ωB97M-V/def2-TZVPD.

Geometry as ORCA input:
```
! RIJCOSX wB97M-V def2-TZVPD def2/J DEFGRID3
* xyz 0 1
H 2.6842 2.3514 -0.7265
H -1.3111 -1.5810 -2.8253
H -2.1244 3.6643 2.3630
H -0.7338 -1.1104 -0.7935
H -2.1815 0.5308 -1.8006
H 1.0289 2.7375 -0.2437
O 1.5649 -2.4166 -1.6989
H 1.6420 1.1387 -2.7697
C -0.3797 -1.7100 3.2373
H 2.1897 0.5550 0.6297
H 0.8975 1.8502 3.4746
C 1.5026 0.5981 -0.2366
H 0.6702 -1.8970 2.9336
H -1.4442 0.8459 -3.1501
H -1.9637 2.5480 0.2232
H -0.9626 -2.9036 -3.5272
H -0.4397 1.0174 0.0775
O 3.3997 -2.9714 0.7342
H -2.3737 -1.2185 3.1434
O -2.4618 1.9331 -0.3843
H -0.7823 2.9514 2.0342
O -1.0453 -2.5153 -2.6428
C 1.2245 2.0194 -2.2857
H -2.0792 -2.2307 0.7769
O -1.5154 3.4824 1.6351
C -0.3168 -1.0662 0.2141
O -1.7334 0.1481 -2.5736
C -1.5731 -1.3023 1.0739
N 0.1960 0.3125 0.4281
C 1.6479 2.0117 -0.8019
H 1.4490 2.9653 -2.7812
H 0.5664 -1.6887 0.2809
H 0.2677 0.9648 2.4329
H -2.3217 -0.5049 0.8231
O 0.0521 1.7279 3.0128
H 1.8620 -0.1911 -0.8895
H -0.3384 -1.8790 4.3036
H 2.7048 -3.0487 0.0690
C -1.4548 -1.3798 2.5475
H 2.1331 -2.8982 -2.2938
H 0.1418 2.0229 -2.4739
H 0.6378 -2.5559 -2.0230
H 4.2275 -2.9893 0.2343
H -3.1537 1.6817 0.2388
*
```

Calculated values
SMILES ... C=CCCNCCC.O.O.O.O.O.O.O
LUMO energy ... 0.438 eV
Relative energy (zero: lowest compared OMol25 entry of this formula, charge and spin) ... 104.2 kJ/mol
HOMO level ... -8.41 eV

natural (NBO) population analysis, charges in e, atoms 1 to 8: 0.210, 0.516, 0.482, 0.188, 0.520, 0.202, -0.998, 0.207

---

Entry 7:
This record from the OMol25 dataset describes 9 unconnected molecules or ions with the total composition C7H30O8. The level of theory is ωB97M-V/def2-TZVPD.

Geometry as ORCA input:
```
! RIJCOSX wB97M-V def2-TZVPD def2/J DEFGRID3
* xyz -1 2
H -2.9082 -0.3980 2.7720
O 1.6230 0.6806 1.6884
H -2.1775 -1.7091 3.0637
O 0.4308 1.5137 -0.6792
H -3.8788 2.6134 -2.6138
H 4.3085 -0.8319 0.7031
O 4.1602 -0.2691 1.4626
H 0.3983 -0.5106 4.0985
O 0.1522 0.2540 4.6270
H -3.0416 2.1054 -4.0597
H -1.6066 0.7255 -3.0335
H 4.9193 1.5514 -1.7019
H -1.1691 -5.4625 -1.0525
H -1.5867 1.8443 -1.8759
C -2.6454 -0.0198 -1.3550
H 3.7874 0.7735 -1.0700
H -0.0823 -4.0824 -0.7648
H 1.8482 1.9128 -2.3316
C -1.1033 -4.4573 -0.6385
O -2.3697 -0.8404 3.4381
H 1.9029 0.3992 -2.4812
H -0.8149 -1.9967 -1.6141
H -4.1735 1.0548 -3.3785
H -1.1681 -4.6607 0.4372
O 2.0870 3.3367 3.3459
H -3.1296 -3.8230 -1.1166
C -2.2843 1.1261 -2.2886
C -1.8309 -2.3310 -1.7723
H -3.9397 -1.6185 -2.1295
H 2.0123 3.1986 2.3874
C -2.8807 -1.3465 -2.1413
H 1.6428 0.5259 2.6493
H -3.5069 0.3301 -0.7742
H 0.4220 2.3628 -0.2112
O 2.4321 1.2006 -2.5349
H -1.9214 -0.2292 -0.5756
H 2.5682 0.5120 1.5489
H 0.8116 1.0021 0.0641
H -0.7336 0.4907 4.3384
H 4.5141 0.5926 1.2067
O 4.7530 0.8680 -1.0460
C -2.0905 -3.5090 -1.2170
H 2.0642 2.3919 3.5604
C -3.3925 1.7610 -3.0928
H -2.8252 -1.0934 -3.2096
*
```

Calculated values
<S²> ... 0.751
LUMO energy (alpha / beta) ... 2.870 / 2.758 eV
Relative energy (zero: lowest compared OMol25 entry of this formula, charge and spin) ... 53.8 kJ/mol
HOMO level (alpha / beta) ... 0.37 / -6.84 eV

natural (NBO) population analysis, charges in e, atoms 1 to 8: 0.459, -1.147, 0.448, -1.087, 0.197, 0.468, -1.036, 0.443

---

Entry 8:
This record from the OMol25 dataset describes 9 unconnected molecules or ions with the total composition C7H32N14O9. The level of theory is ωB97M-V/def2-TZVPD.

Geometry as ORCA input:
```
! RIJCOSX wB97M-V def2-TZVPD def2/J DEFGRID3
* xyz 0 1
H -3.4490 14.2812 10.2343
H -6.2628 20.5429 14.6982
O -5.4117 13.5539 5.1816
H -1.4732 22.3918 7.6695
H -8.8754 20.9851 12.5676
O -1.5616 15.9321 10.9407
H -3.6620 15.6799 3.6919
H -12.9874 12.5204 9.9264
C -6.9268 20.7990 12.7435
O -6.5871 20.8890 11.5584
O -5.2223 22.1262 6.9163
N -5.8069 14.8766 3.4734
H 3.5894 17.1100 9.4992
N -1.8207 24.4048 8.6232
H 2.4810 14.5372 10.8622
H 3.3086 13.1593 10.1815
N -3.9645 15.0626 4.4318
N -0.7308 22.4952 8.3464
H -2.5419 23.9559 8.0768
O -1.0000 15.4862 16.3208
H -9.5746 13.2535 8.0142
H -11.4067 11.7949 10.3724
H -6.6854 14.3879 3.3751
H -2.3189 17.9742 10.1030
N -12.0060 12.3405 9.7696
O 4.7469 14.7815 8.7747
O -9.7537 15.9613 13.7431
N -3.5159 15.2802 10.1017
N -7.6124 15.3479 13.7397
C -8.8811 15.1699 14.0853
H -6.0212 22.4231 6.4807
N -2.9534 17.2128 9.9085
C -2.6084 16.1120 10.4162
C -11.4310 13.0359 8.8684
H -3.7682 17.3948 9.3401
H -1.2738 15.4577 15.4040
O 0.0474 24.1378 9.7503
H -4.3015 15.5852 9.5450
H -9.7804 12.1300 9.3741
H -5.1197 20.4957 13.3783
H -8.2466 20.7162 14.1852
N -9.2345 14.1873 14.7854
H -5.4920 21.9490 7.8175
H -10.1862 14.0141 14.4949
H -3.2588 14.6901 5.0508
H -7.1580 14.4540 13.8608
H 0.0762 21.8912 8.4112
N -6.0605 20.6454 13.7140
H -5.5724 15.7343 2.9943
H -8.5302 13.4911 14.9842
N 3.1360 14.1543 10.1955
C 3.7985 15.0380 9.5628
N -8.0950 20.8780 13.1999
N -10.1050 12.8896 8.7929
N 3.3868 16.2477 9.9843
H -1.8613 25.3379 9.0074
O -12.0523 13.6279 8.0048
C -0.7822 23.6864 8.9425
H -0.9747 16.4188 16.5348
C -5.0937 14.4428 4.4016
H -7.2820 15.9490 12.9984
H 2.9481 16.2773 10.8936
*
```

Calculated values
SMILES ... NC(N)=O.NC(N)=O.NC(N)=O.NC(N)=O.NC(N)=O.NC(N)=O.NC(N)=O.O.O
LUMO energy ... -0.173 eV
Relative energy (zero: lowest compared OMol25 entry of this formula, charge and spin) ... 647.4 kJ/mol
HOMO level ... -9.40 eV

natural (NBO) population analysis, charges in e, atoms 1 to 8: 0.399, 0.387, -0.696, 0.381, 0.411, -0.674, 0.380, 0.420